251
Properties=species:S:1:pos:R:3:forces:R:3:lowdin_charge:R:1 method="wB97M-V/def2-TZVPD" e_tot_ev=-123021.548 lumo_ev=0.352 max_force_ev_per_a=3.547 mol_weight_g_mol=1338.9 total_charge=0
C 1.227 3.828 -4.480 1.12 1.38 -1.19 -0.059
C 1.195 3.529 -2.980 2.17 1.47 -1.54 -0.413
C 1.299 4.743 -2.015 -0.61 0.51 0.09 -0.143
O 2.573 5.387 -2.005 0.85 -1.00 -0.51 -0.228
C 2.674 6.651 -1.386 -1.09 0.35 -0.17 -0.083
N 0.065 2.711 -2.806 -1.65 -0.59 1.31 0.045
H 0.446 4.487 -4.859 -0.59 -0.22 0.37 0.083
H 1.244 2.924 -5.089 -0.43 -0.37 0.29 0.064
H 2.105 4.324 -4.892 0.55 0.25 0.62 0.076
H 2.078 2.907 -2.833 0.28 0.05 0.55 0.130
H 1.006 4.379 -1.030 0.34 -0.15 0.40 0.116
H 0.622 5.577 -2.199 -0.75 -0.30 -0.64 0.128
H 2.153 7.391 -1.994 0.04 0.21 -0.24 0.089
H 3.716 6.954 -1.283 -0.05 -0.37 -0.04 0.100
H 2.162 6.681 -0.425 0.20 -0.23 0.35 0.086
H -0.772 3.275 -2.781 -0.36 0.00 -0.21 0.104
H 0.053 2.137 -3.637 -0.56 -0.29 0.05 0.075
C 4.918 3.604 2.731 -0.07 -0.13 -1.46 -0.064
C 5.360 5.048 3.053 -1.15 0.51 1.34 -0.370
C 4.197 6.103 3.308 0.39 -1.16 -0.19 -0.208
O 4.729 7.253 3.930 -0.12 -0.26 1.40 -0.217
C 3.724 8.195 4.417 1.32 -0.40 -1.85 -0.060
N 6.253 4.952 4.222 0.26 0.29 -0.46 0.034
H 4.300 3.034 3.425 0.46 0.46 0.90 0.052
H 5.810 3.035 2.467 0.24 -0.11 0.62 0.072
H 4.342 3.423 1.823 -0.24 0.99 -0.35 0.047
H 5.886 5.523 2.225 0.51 -0.54 -0.09 0.126
H 3.406 5.625 3.886 -0.10 0.08 0.51 0.094
H 3.744 6.342 2.345 -0.11 0.24 -0.34 0.110
H 3.504 8.624 3.440 -1.36 0.67 0.42 0.085
H 4.189 8.973 5.023 0.28 -0.34 0.03 0.082
H 2.894 7.749 4.965 -0.01 -0.22 -0.26 0.080
H 5.780 4.578 5.033 -0.33 -0.33 -0.07 0.067
H 6.528 5.879 4.515 0.10 0.23 -0.13 0.057
C 6.110 -0.274 2.981 0.90 -1.68 0.26 -0.041
C 5.807 -1.691 3.584 -0.22 0.23 -2.69 -0.409
C 5.293 -1.656 4.955 -0.42 0.98 1.39 -0.215
O 6.352 -1.094 5.740 -0.11 -1.28 -1.33 -0.185
C 6.102 -0.892 7.080 0.20 1.32 0.18 -0.133
N 4.918 -2.394 2.591 1.45 -0.10 0.95 0.054
H 5.220 0.332 2.813 -0.06 -0.06 0.21 0.062
H 6.545 -0.544 2.019 -0.10 0.38 -0.20 0.057
H 6.895 0.250 3.527 -0.34 0.17 0.22 0.075
H 6.688 -2.331 3.604 0.47 0.41 -0.21 0.139
H 4.899 -2.566 5.407 0.35 -0.49 -0.29 0.121
H 4.422 -1.005 4.879 -0.37 0.66 0.64 0.111
H 5.935 -1.737 7.748 -0.20 -0.52 -0.40 0.086
H 5.263 -0.196 7.100 -0.25 0.16 0.83 0.082
H 7.018 -0.398 7.403 -0.21 0.19 0.51 0.091
H 4.933 -3.313 3.009 -0.85 -0.54 -0.52 0.061
H 3.966 -2.059 2.534 -0.18 0.13 0.46 0.032
C 1.259 -4.343 0.617 -0.26 -1.93 0.06 -0.005
C 1.147 -5.605 -0.378 0.28 1.34 1.51 -0.376
C -0.242 -6.188 -0.488 0.36 -0.80 1.37 -0.183
O -0.502 -6.768 0.824 -0.77 1.10 -0.65 -0.195
C -1.776 -7.391 0.940 0.70 -0.85 -0.03 -0.100
N 1.656 -5.195 -1.664 0.01 -0.23 -1.83 0.015
H 0.893 -3.404 0.202 0.23 -0.19 -0.46 0.063
H 2.284 -4.257 0.977 0.09 0.28 -0.28 0.073
H 0.676 -4.510 1.523 -0.10 -0.27 -0.02 0.046
H 1.733 -6.482 -0.106 0.23 0.33 1.02 0.139
H -0.159 -7.030 -1.175 -0.39 -0.02 -0.49 0.127
H -0.971 -5.451 -0.826 -0.37 -0.06 0.23 0.107
H -2.636 -6.796 0.630 0.15 0.28 -0.08 0.073
H -1.916 -7.738 1.964 0.12 0.50 0.20 0.086
H -1.741 -8.328 0.386 -0.31 -0.06 -0.51 0.083
H 2.549 -5.626 -1.860 0.51 0.12 0.42 0.098
H 1.110 -5.661 -2.375 -0.46 0.15 -0.43 0.075
C 0.030 1.822 5.631 0.35 0.68 -1.19 -0.039
C 1.011 2.073 4.431 -2.14 -0.41 0.75 -0.405
C 1.227 3.628 4.279 -0.97 -0.50 -1.96 -0.138
O 0.046 4.226 3.644 -0.47 1.18 0.14 -0.198
C 0.187 5.596 3.113 1.11 -0.72 0.39 -0.080
N 2.158 1.221 4.571 0.61 0.27 0.60 0.042
H 0.384 2.418 6.472 -0.06 -0.12 0.27 0.071
H -0.088 0.776 5.911 0.23 0.01 -0.17 0.043
H -0.939 2.210 5.318 -0.11 0.04 0.22 0.079
H 0.616 1.571 3.548 -0.98 1.16 -0.42 0.124
H 2.017 3.769 3.542 0.57 0.14 0.36 0.094
H 1.413 4.090 5.249 0.23 0.10 0.03 0.120
H 0.552 6.344 3.817 0.64 -0.45 0.60 0.070
H -0.677 6.162 2.764 -1.01 -1.35 0.09 0.066
H 0.854 5.580 2.251 0.34 -0.11 0.00 0.071
H 2.645 1.474 5.419 0.81 -0.11 -0.12 0.083
H 2.698 1.341 3.725 0.79 -0.05 0.20 0.066
C -4.730 -4.371 2.011 0.92 0.64 -1.29 -0.040
C -4.659 -3.416 0.761 0.95 -1.01 0.87 -0.388
C -3.294 -3.505 -0.048 -0.31 1.53 0.58 -0.154
O -3.148 -2.373 -0.913 -1.25 0.13 -0.75 -0.213
C -2.557 -1.195 -0.377 1.40 -0.96 0.11 -0.089
N -5.742 -3.861 -0.059 -0.72 -0.16 -0.29 0.023
H -3.837 -4.352 2.636 -0.14 0.49 0.25 0.061
H -4.697 -5.369 1.573 -0.45 -0.35 0.22 0.056
H -5.656 -4.169 2.549 0.21 -0.26 0.05 0.080
H -4.937 -2.406 1.064 0.76 0.29 0.01 0.128
H -3.327 -4.400 -0.669 -0.21 0.03 -0.24 0.109
H -2.344 -3.552 0.484 -0.09 -0.17 0.92 0.110
H -2.992 -0.699 0.491 -0.69 -0.33 0.03 0.095
H -2.385 -0.457 -1.162 -0.37 -0.42 -0.09 0.054
H -1.559 -1.525 -0.091 0.23 0.19 0.33 0.062
H -5.731 -4.870 -0.111 -0.08 -0.03 -0.52 0.069
H -5.746 -3.416 -0.966 -0.04 -0.20 -0.14 0.062
C -3.678 -4.805 -7.061 -1.63 1.52 0.54 -0.072
C -2.297 -4.307 -6.610 -1.71 -1.47 0.13 -0.435
C -2.185 -4.126 -5.064 -1.05 -0.52 -0.63 -0.188
O -0.915 -3.741 -4.647 0.48 -0.13 -3.51 -0.185
C -0.787 -3.458 -3.343 0.27 0.36 2.04 -0.122
N -1.448 -5.395 -6.930 2.44 -0.69 -0.04 0.030
H -4.107 -5.731 -6.677 0.75 -0.16 0.39 0.082
H -3.846 -4.834 -8.137 0.74 -0.08 -0.21 0.075
H -4.393 -4.033 -6.772 -0.35 0.13 0.19 0.071
H -2.115 -3.439 -7.245 0.18 0.63 0.58 0.112
H -2.401 -5.085 -4.593 -0.19 -0.50 -0.28 0.132
H -2.971 -3.477 -4.677 0.00 0.65 -0.05 0.119
H -0.512 -4.318 -2.732 -0.33 -0.44 0.08 0.064
H -1.732 -3.056 -2.978 0.20 0.50 0.61 0.087
H 0.081 -2.807 -3.244 -0.28 0.55 0.27 0.082
H -0.511 -5.041 -6.800 0.55 -0.48 0.16 0.047
H -1.471 -5.709 -7.890 -0.43 0.17 -0.19 0.082
C -7.759 -1.340 -0.122 -0.43 0.77 -0.51 -0.059
C -7.690 -0.512 -1.443 0.28 -0.80 0.46 -0.382
C -6.228 -0.586 -1.991 -1.38 1.14 -0.71 -0.162
O -5.479 0.385 -1.239 -1.07 -1.53 -0.05 -0.161
C -4.425 0.912 -1.948 1.57 0.45 0.01 -0.137
N -8.779 -0.971 -2.338 0.44 -0.40 -0.17 0.016
H -7.807 -2.414 -0.300 0.36 0.13 -0.34 0.057
H -8.676 -1.135 0.431 -0.03 0.36 0.12 0.067
H -6.901 -1.099 0.505 -0.08 -0.04 0.06 0.069
H -7.873 0.555 -1.321 0.44 0.12 0.78 0.129
H -6.248 -0.281 -3.037 -0.10 0.41 -0.30 0.104
H -5.775 -1.574 -2.080 0.17 -0.21 0.86 0.110
H -3.953 0.220 -2.645 -0.29 -0.23 -0.27 0.071
H -3.636 1.132 -1.229 -0.08 0.38 0.07 0.055
H -4.653 1.838 -2.475 -0.33 0.09 -0.17 0.095
H -9.640 -0.807 -1.836 -0.19 -0.35 0.38 0.059
H -8.902 -0.344 -3.120 0.46 0.15 -0.37 0.054
C -6.186 1.511 -5.976 -0.05 -0.27 0.61 -0.081
C -5.302 1.097 -7.113 1.44 -0.50 0.44 -0.411
C -3.834 0.500 -6.752 -1.72 0.11 0.62 -0.123
O -3.581 0.232 -5.338 -0.55 0.40 -1.19 -0.185
C -2.363 -0.420 -5.084 0.24 -1.18 -0.45 -0.121
N -6.102 0.159 -7.937 0.87 0.46 0.38 0.031
H -6.989 2.155 -6.338 0.00 0.10 -0.04 0.076
H -5.649 2.030 -5.183 -0.02 -0.06 -0.01 0.076
H -6.647 0.604 -5.585 -0.01 0.06 0.34 0.076
H -4.935 2.011 -7.579 -0.72 0.20 -0.85 0.112
H -3.178 1.277 -7.145 0.63 -0.25 0.34 0.108
H -3.789 -0.389 -7.381 0.52 -0.39 0.26 0.107
H -1.472 0.093 -5.446 0.01 0.52 0.13 0.083
H -2.310 -1.410 -5.538 -0.23 -0.16 -0.74 0.064
H -2.244 -0.742 -4.049 -0.27 0.92 0.43 0.080
H -7.025 0.552 -8.061 -0.13 -0.02 -0.09 0.063
H -5.707 0.006 -8.854 0.08 0.06 -0.11 0.064
C 3.679 -0.567 -5.134 0.57 -0.72 -0.90 -0.056
C 2.168 -0.417 -4.894 1.64 0.07 -1.87 -0.399
C 1.380 -1.569 -5.537 -1.02 0.11 -0.14 -0.179
O 1.525 -1.655 -6.953 0.84 -0.15 0.34 -0.160
C 0.797 -2.690 -7.575 0.05 0.29 -1.38 -0.111
N 1.851 -0.260 -3.505 -0.45 -0.30 0.33 0.059
H 3.912 -0.626 -6.197 -0.34 0.16 -0.29 0.077
H 4.110 -1.506 -4.788 -0.26 -0.18 0.53 0.079
H 4.340 0.226 -4.783 -0.42 0.30 0.41 0.071
H 1.926 0.485 -5.456 -0.51 0.20 0.06 0.127
H 0.323 -1.363 -5.371 -0.25 -0.09 0.43 0.099
H 1.587 -2.542 -5.091 0.30 -0.10 0.26 0.128
H 1.075 -3.738 -7.461 0.31 -0.07 1.45 0.081
H 1.042 -2.645 -8.636 -0.16 0.73 -0.24 0.089
H -0.282 -2.563 -7.487 -0.01 -0.02 0.31 0.070
H 2.505 0.380 -3.077 0.14 0.41 -0.01 0.074
H 2.083 -1.137 -3.062 0.06 -0.51 0.48 0.034
C -1.125 -2.838 8.473 -2.17 0.80 0.99 -0.083
C -0.161 -3.117 7.385 0.20 -0.70 -0.82 -0.408
C -0.818 -4.116 6.408 0.87 -0.33 -0.17 -0.158
O 0.052 -4.586 5.379 0.40 0.39 0.05 -0.234
C -0.635 -4.971 4.210 0.07 0.41 -0.49 -0.090
N 0.096 -1.835 6.697 0.36 -0.22 -0.03 0.057
H -1.355 -3.601 9.217 0.75 -0.21 -0.02 0.088
H -2.123 -2.627 8.090 -0.18 -0.12 -0.63 0.076
H -0.957 -1.882 8.970 0.68 -0.15 0.36 0.082
H 0.741 -3.539 7.829 0.28 -0.15 -0.24 0.144
H -1.662 -3.592 5.959 -0.33 -0.18 0.06 0.120
H -1.061 -5.079 6.857 -0.88 0.47 0.88 0.139
H -0.012 -5.613 3.587 0.11 -0.10 0.30 0.089
H -0.835 -4.076 3.622 -0.28 0.13 -0.18 0.089
H -1.581 -5.468 4.425 -0.04 -0.16 0.14 0.089
H 0.901 -1.916 6.093 0.06 -0.44 -0.61 0.063
H 0.477 -1.207 7.389 -0.28 0.37 0.39 0.080
C -4.465 6.179 -0.134 -0.34 -0.02 0.27 -0.063
C -4.448 5.239 1.105 1.61 0.85 -1.51 -0.420
C -3.086 4.564 1.144 -0.65 -1.78 0.11 -0.228
O -2.996 3.565 0.113 1.18 -0.48 0.93 -0.195
C -1.816 2.741 0.443 -1.17 0.81 -0.71 -0.058
N -4.556 6.007 2.322 -0.72 0.14 0.34 0.036
H -5.248 6.917 0.040 -0.43 -0.14 -0.44 0.066
H -4.584 5.651 -1.080 -0.24 0.01 0.04 0.073
H -3.572 6.796 -0.234 0.40 -0.22 0.28 0.070
H -5.274 4.535 0.998 0.20 -0.21 0.34 0.147
H -2.932 4.033 2.083 -0.30 0.12 0.39 0.120
H -2.260 5.273 1.092 0.07 0.40 -0.38 0.109
H -1.898 2.176 1.371 -0.40 0.16 0.27 0.081
H -0.997 3.453 0.550 0.51 -0.40 -0.24 0.078
H -1.716 2.012 -0.361 0.32 0.30 -0.08 0.059
H -3.870 6.748 2.295 0.37 0.12 0.07 0.068
H -5.430 6.503 2.224 -0.34 0.18 0.49 0.067
C 4.610 0.342 -0.279 -0.96 -0.03 0.60 -0.054
C 5.232 0.586 -1.613 0.86 0.21 0.83 -0.442
C 6.499 1.407 -1.438 0.84 0.75 -1.22 -0.177
O 6.223 2.756 -1.093 -1.10 0.22 -0.28 -0.238
C 7.299 3.682 -1.033 0.24 -0.89 1.16 -0.072
N 5.541 -0.696 -2.198 -0.13 -0.71 -1.20 0.063
H 4.419 1.253 0.287 -0.07 -0.21 0.12 0.064
H 5.235 -0.343 0.295 0.44 0.31 0.07 0.063
H 3.698 -0.247 -0.376 -0.44 0.39 -0.07 0.080
H 4.632 1.080 -2.378 -0.39 0.52 0.37 0.129
H 6.994 1.479 -2.407 0.32 -0.55 -0.16 0.124
H 7.183 0.972 -0.709 0.01 -0.25 0.15 0.134
H 7.219 4.012 0.003 0.47 0.75 -0.13 0.086
H 7.301 4.503 -1.750 -0.64 -0.10 -0.11 0.087
H 8.263 3.184 -1.140 0.05 -0.21 -0.03 0.087
H 4.711 -0.876 -2.744 0.16 -0.49 -0.58 0.023
H 5.500 -1.447 -1.523 0.41 0.09 0.49 0.068
O 3.611 3.589 -0.452 -0.23 -0.48 0.70 -0.046
H 3.438 4.358 -0.994 -0.31 0.48 -0.51 0.000
H 4.443 3.247 -0.779 0.82 -0.32 -0.04 0.016
O 0.147 -0.416 1.314 -0.21 -0.51 1.16 -0.049
H -0.058 -0.486 0.382 0.03 0.09 -0.67 -0.011
H 0.676 0.379 1.384 0.37 0.40 0.01 0.002
O -2.596 -0.875 5.834 -0.75 0.06 -0.24 -0.049
H -2.547 -0.233 6.542 0.01 0.19 0.18 0.056
H -1.721 -1.261 5.800 0.89 -0.31 0.42 -0.008
O -2.366 0.003 3.255 0.03 0.25 -0.63 -0.052
H -1.566 -0.410 2.931 0.35 -0.01 -0.54 0.012
H -2.393 -0.223 4.185 -0.38 -0.11 0.79 -0.019
O 2.567 -3.760 4.907 1.05 -0.17 0.58 -0.068
H 1.739 -4.119 5.226 -0.45 -0.29 0.04 -0.019
H 2.322 -2.947 4.466 -0.15 0.00 -0.59 -0.044
O -4.756 1.321 2.327 -0.57 0.20 0.00 -0.054
H -4.030 0.809 2.684 0.53 -0.30 0.18 -0.024
H -4.384 1.767 1.566 0.04 0.16 -0.31 0.001
O 2.515 -2.579 -1.793 0.40 1.29 -0.24 -0.068
H 2.098 -3.411 -2.015 -0.49 -1.05 0.16 -0.023
H 3.346 -2.827 -1.388 0.17 0.00 0.21 0.040
O 1.957 -1.755 3.256 0.23 -0.11 0.08 -0.054
H 1.318 -1.414 2.631 -0.57 0.15 -0.67 0.016
H 2.077 -1.047 3.888 0.04 0.79 0.29 0.013
O 1.886 1.702 0.539 -0.47 -0.31 0.81 -0.061
H 1.202 1.427 -0.071 -0.33 -0.27 -0.69 -0.008
H 2.367 2.384 0.070 0.66 0.68 -0.18 -0.021
O 0.131 0.316 -1.405 -0.50 -0.51 1.38 -0.074
H -0.371 1.002 -1.846 0.12 0.58 -0.15 -0.001
H 0.669 -0.069 -2.096 0.32 -0.18 -0.75 -0.010